A) Computed, not measured: C4H7N3O in the gas phase, with wB97M-V/def2-TZVPD.

Geometry (Å):
1 H -1.380 -2.210 -0.308
2 N -2.262 -1.809 -0.062
3 C -1.944 -0.580 0.079
4 N -0.697 0.048 -0.241
5 C -0.498 1.499 -0.197
6 O -1.483 2.216 -0.014
7 N 0.429 -0.917 -0.109
8 C 1.736 -0.284 -0.603
9 C 1.293 -0.143 0.817
10 H -2.755 0.208 0.155
11 H 0.396 2.027 -0.149
12 H 1.845 0.822 -0.902
13 H 2.608 -0.951 -1.178
14 H 1.777 -0.810 1.582
15 H 0.935 0.883 1.130

Computed properties:
* E_LUMO: 0.6 eV
* HOMO-LUMO gap: 10.14 eV
* total charge: 0
* 2S+1: 1
* HOMO energy: -9.554 eV
* SMILES string: [H]/N=C\N(C=O)N1CC1

***

B) Computed, not measured: C4H7N3O in the gas phase, with wB97M-V/def2-TZVPD.

Geometry (Å):
1 H -1.570 -0.739 -1.378
2 N -2.489 -0.732 -0.865
3 C -2.287 -0.004 0.139
4 N -1.042 0.609 0.477
5 N 0.017 0.122 -0.190
6 C 0.861 -1.008 0.369
7 C 2.023 -0.229 -0.173
8 O 3.232 -0.361 -0.151
9 C 1.154 0.961 -0.582
10 H -3.023 0.294 0.906
11 H -0.958 0.856 1.447
12 H 0.609 -1.995 -0.038
13 H 0.862 -1.025 1.495
14 H 1.256 1.457 -1.594
15 H 1.356 1.794 0.139

Computed properties:
* E_LUMO: 0.6 eV
* HOMO-LUMO gap: 10.01 eV
* total charge: 0
* 2S+1: 1
* HOMO energy: -9.419 eV
* SMILES string: [H]/N=C\NN1CC(=O)C1

***

It is B) that is most stable; the runner-up trails by 50.9 kcal/mol.

***

A) Computed, not measured: 2 unconnected molecules or ions with the total composition C4H7N3O, with wB97M-V/def2-TZVPD.

Geometry (Å):
1 N -1.033 -0.258 -1.142
2 C -0.520 0.509 -0.225
3 N 0.782 0.282 0.123
4 C 1.272 1.346 0.879
5 C 0.248 2.189 1.160
6 N -0.903 1.688 0.413
7 H -2.039 -0.103 -1.194
8 H 1.065 -0.659 -0.070
9 H 2.269 1.586 1.304
10 H 0.090 3.117 1.555
11 H -1.884 1.820 0.516
12 C 0.095 -2.862 -0.858
13 O 1.048 -2.513 -0.240
14 H -0.327 -2.156 -1.560
15 H -0.164 -3.985 -0.662

Computed properties:
* E_LUMO: 1.0 eV
* HOMO-LUMO gap: 8.57 eV
* total charge: 0
* 2S+1: 1
* HOMO energy: -7.608 eV
* SMILES string: N=c1[nH]cc[nH]1.C=O

***

B) Computed, not measured: C4H7N3O in the gas phase, with wB97M-V/def2-TZVPD.

Geometry (Å):
1 H 1.232 2.347 0.529
2 N 0.478 2.301 1.161
3 C -0.198 1.290 0.593
4 N -1.449 0.789 1.074
5 N 0.251 0.235 -0.257
6 C -0.689 -0.829 -0.601
7 C -0.328 -2.110 -0.690
8 C 1.623 0.135 -0.682
9 O 2.372 1.083 -0.545
10 H -1.117 -0.090 1.564
11 H -1.871 1.496 1.771
12 H -1.667 -0.692 -0.923
13 H 0.706 -2.389 -0.459
14 H -1.069 -2.728 -1.313
15 H 1.726 -0.838 -1.220

Computed properties:
* E_LUMO: 0.6 eV
* HOMO-LUMO gap: 10.07 eV
* total charge: 0
* 2S+1: 1
* HOMO energy: -9.439 eV
* SMILES string: [H]/N=C(/N)N(C=C)C=O

***

It is A) that is most stable; the runner-up trails by 2.5 kcal/mol.

***

A) Computed, not measured: 2 unconnected molecules or ions with the total composition C2H3Cl, with wB97M-V/def2-TZVPD.

Geometry (Å):
1 C -0.866 -1.213 0.071
2 C 1.468 0.454 0.465
3 Cl 2.859 -0.241 -0.050
4 H -1.368 -0.690 1.023
5 H 0.116 -0.723 0.107
6 H 0.769 1.008 -0.181

Computed properties:
* E_LUMO (spin up / spin down): -1.4 / -1.5 eV
* HOMO-LUMO gap (spin up / spin down): 7.16 / 7.14 eV
* total charge: 0
* 2S+1: 1
* HOMO energy (spin up / spin down): -8.606 / -8.589 eV

***

B) Computed, not measured: C2H3Cl in the gas phase, with wB97M-V/def2-TZVPD.

Geometry (Å):
1 C -0.676 1.143 0.558
2 C 1.535 -1.377 -0.691
3 Cl 0.575 -0.341 0.240
4 H -1.521 1.193 -0.102
5 H -0.809 0.982 1.690
6 H 0.896 -1.601 -1.694

Computed properties:
* E_LUMO (spin up / spin down): -0.7 / -1.2 eV
* HOMO-LUMO gap (spin up / spin down): 8.62 / 6.86 eV
* total charge: 0
* 2S+1: 1
* HOMO energy (spin up / spin down): -9.310 / -8.104 eV

***

It is B) that is most stable; the runner-up trails by 10.5 kcal/mol.

***

A) Computed, not measured: a gas-phase ion, C5H9N2O (charge +1), with wB97M-V/def2-TZVPD.

Geometry (Å):
1 C -3.044 0.113 0.152
2 C -1.995 -0.299 -0.482
3 N -0.574 0.584 -0.107
4 C -0.604 1.836 0.084
5 N 0.555 -0.146 -0.091
6 C 1.959 0.323 0.070
7 C 2.902 -0.876 -0.020
8 O 2.236 1.457 0.244
9 H -3.983 -0.556 0.091
10 H -2.984 1.041 0.675
11 H -1.591 -1.181 -0.967
12 H 0.204 2.484 0.374
13 H -1.514 2.553 0.099
14 H 0.424 -0.919 -0.720
15 H 3.566 -0.657 0.744
16 H 3.440 -0.817 -1.030
17 H 2.577 -1.887 -0.142

Computed properties:
* E_LUMO: -4.4 eV
* HOMO-LUMO gap: 10.36 eV
* total charge: +1
* 2S+1: 1
* HOMO energy: -14.741 eV
* SMILES string: C=C[N+](=C)NC(C)=O

***

B) Computed, not measured: a molecular structure, C5H9N2O, with wB97M-V/def2-TZVPD.

Geometry (Å):
1 C -1.166 -1.343 0.871
2 C 0.982 0.477 1.709
3 C 0.204 0.800 0.468
4 C 0.203 -1.615 -0.523
5 C -1.333 0.154 -1.216
6 N 1.137 -0.683 2.113
7 N -0.495 -0.326 -0.119
8 O -0.657 -2.352 0.285
9 H 1.507 1.420 2.209
10 H 1.504 -0.871 3.035
11 H -0.404 1.612 0.809
12 H 0.843 1.302 -0.130
13 H 0.128 -1.997 -1.664
14 H 1.299 -1.883 -0.158
15 H -2.105 0.675 -0.623
16 H -0.581 0.661 -1.765
17 H -1.879 -0.687 -1.800

Computed properties:
* E_LUMO: -4.0 eV
* HOMO-LUMO gap: 10.23 eV
* total charge: +1
* 2S+1: 1
* HOMO energy: -14.246 eV

***

It is A) that is most stable; the runner-up trails by 46.3 kcal/mol.